# C58H119NO13

A cluster of 14 separate species, C58H119NO13 in total in a non-equilibrium geometry (ωB97M-V with the def2-TZVPD basis set, OMol25).

Geometry as XYZ:
```
191
Properties=species:S:1:pos:R:3:forces:R:3
H -0.2990 -16.8870 27.6997 0.15 0.25 0.00
H 2.0431 -12.0755 18.6429 1.17 0.49 -0.42
C 4.0230 -19.0539 18.2792 1.19 1.12 -0.04
H 6.7827 -6.7897 15.3016 0.17 -0.42 0.09
H 13.2866 -9.3824 24.2934 0.08 -0.17 0.07
H 9.7314 -14.8386 19.0213 0.34 -0.07 -0.17
H 12.9621 -7.7250 23.9978 -0.35 0.50 -0.20
H 3.0851 -20.9664 18.5175 -0.16 0.03 -0.16
H 6.4124 -11.7154 11.4515 0.20 0.03 0.03
C -1.9541 -15.5809 27.1481 -0.70 0.22 -1.01
H 11.6169 -9.8508 22.9892 -0.23 -0.38 0.08
H 9.4685 -4.8351 17.4927 0.17 -0.42 0.60
H -3.6723 -4.8834 25.9741 0.13 0.11 -0.42
H 10.9957 -6.2518 24.2551 0.14 -0.21 0.06
C -4.0583 -5.7831 26.4534 0.38 -0.62 -0.84
H -2.5182 -15.8698 28.0349 -0.14 -0.22 0.03
H 5.1493 -3.6593 26.4461 0.11 -0.58 0.05
H -6.8271 -18.2690 18.7370 -0.14 -0.58 -0.11
H 4.6614 -19.0854 16.2155 -0.29 0.09 -0.39
C 5.4253 -18.9026 26.0368 -0.73 0.09 1.83
H 5.5675 -11.8954 13.8136 0.00 0.30 -0.35
H 6.2826 -14.0352 30.2260 0.17 -0.33 0.79
C 6.8360 -6.1892 16.2097 -0.46 -0.28 -1.55
H -2.3172 -16.7517 24.2345 -0.40 0.19 -0.04
H -2.9009 -13.7190 13.8250 -0.09 0.07 -0.19
H 4.7619 -12.0997 11.1472 -0.19 -0.48 0.14
H -2.2276 -9.1202 17.2746 -0.53 -0.16 -0.08
H -3.9783 -7.0106 23.7788 0.41 -0.53 -0.27
H -0.6863 -18.1001 25.2832 0.00 0.28 -0.03
C -0.8778 -6.5444 17.9583 -0.14 -1.12 -1.43
H 5.3647 -18.0347 24.1007 0.33 -0.49 -0.59
H -4.5730 -5.4047 27.3366 0.34 -0.60 0.43
H 4.6232 -13.2710 13.3108 -0.36 -0.18 0.08
C 4.1426 -3.5223 26.0512 -0.59 -0.39 0.06
C 5.2506 -21.1147 25.2584 0.99 1.44 0.10
H 8.9927 -17.1765 20.7822 -0.39 0.19 -0.11
H -1.7717 -8.0642 15.0850 0.03 -0.24 0.11
H 9.3049 -17.3199 17.4417 -0.33 0.02 0.18
H 3.8357 -18.5451 24.6897 -0.44 -0.48 -0.19
H 8.7579 -5.5671 15.4472 -0.05 0.17 -0.08
H 3.3798 -12.8784 19.6725 -0.15 -0.21 -0.44
C 6.9992 -12.7368 28.8287 1.05 1.88 -1.04
C -4.9891 -6.5856 25.5251 0.09 0.72 1.18
H 14.3816 -8.0206 26.0859 0.17 -0.13 -0.45
H 4.0101 -5.6360 25.3911 0.22 0.08 0.24
C 7.9509 -5.1574 16.0546 -0.84 -0.07 -0.24
H 9.5301 -8.5321 25.7653 -0.01 -0.10 -0.19
C -0.5078 -7.0549 16.5272 1.09 1.56 1.03
H 2.4913 -4.8510 25.4698 -0.06 0.35 0.14
C 10.9297 -17.3245 20.1047 1.61 -0.45 -0.74
C 1.8167 -19.4528 17.6361 -0.20 -1.02 -1.06
H 13.1269 -8.9206 26.8391 -0.36 -0.17 -0.22
H 7.8288 -13.1974 30.7175 -0.37 0.08 0.58
C 13.3028 -8.1750 26.0636 0.92 0.60 0.70
H -1.9635 -6.9238 24.9026 0.12 0.17 -0.03
H -3.5330 -17.4505 25.3883 0.15 -0.27 -0.33
C 1.9039 -11.2039 21.7360 -0.05 -1.01 -1.33
C -2.4902 -16.8148 12.7078 0.96 -0.36 -0.19
H -5.6746 -7.1417 26.1646 -0.19 0.02 -0.22
H 6.1545 -10.3033 29.9313 -0.11 0.53 -0.15
H 5.5537 -3.1080 23.6221 0.22 0.12 0.53
C -2.7097 -7.4471 25.5004 -0.42 1.00 0.31
H -0.0593 -6.2179 15.9920 0.27 -0.22 -0.24
H 1.1728 -14.0187 20.0588 0.05 -0.10 0.03
H -1.2657 -15.8663 11.1835 0.17 0.45 -0.01
H 4.9618 -12.5991 28.3340 -0.46 0.07 0.13
C -4.0443 -7.4960 24.7525 -0.25 0.34 -0.61
H 9.3852 -6.9173 23.9357 0.15 -0.15 -0.16
H -0.3137 -16.4810 12.5551 0.08 0.13 0.00
H 2.8412 -4.2838 23.1226 -0.30 0.60 0.50
H 0.4968 -12.7537 22.2700 0.23 -0.26 0.40
H 7.9539 -7.7128 17.2461 -0.06 -0.31 -0.16
H 10.6921 -8.3873 22.8832 0.30 0.40 -0.09
C -2.5825 -16.9288 25.2768 0.28 0.61 0.89
H 4.6995 -22.0490 25.1518 -0.31 0.40 -0.40
H -2.2870 -8.4266 25.7243 -0.23 0.09 0.46
H -0.1091 -15.9272 26.1923 0.24 0.08 0.23
H -4.4088 -8.5164 24.6335 -0.10 0.15 -0.03
O -2.7793 -15.6396 25.9541 0.49 -0.54 0.06
H 4.3397 -5.0316 23.3121 0.18 -0.04 -0.17
C 12.7510 -8.5270 24.7052 0.36 -0.40 0.92
H 6.4996 -18.7305 26.1016 0.00 -0.17 -0.11
H -1.7157 -18.4060 26.6638 -0.25 -0.12 -0.13
O 2.5775 -19.2722 16.4091 -0.14 0.24 0.74
H 8.6519 -9.2363 23.8002 0.07 0.06 -0.04
C 1.2562 -12.9531 20.2727 0.02 -1.28 0.88
C -5.2222 -20.4722 20.5662 0.13 0.67 0.25
H 9.3855 -10.7592 24.2853 0.16 0.01 0.11
H 5.8453 -11.2698 27.6727 0.16 0.18 0.15
H 4.0106 -18.1121 18.8278 -0.03 -0.13 0.41
C 2.4550 -12.3033 19.6260 -1.54 0.43 1.08
H 2.2581 -13.2299 22.2019 -0.26 -0.35 0.02
H -4.6471 -19.1267 18.0980 -0.40 -0.58 -0.20
C -2.5068 -14.7345 13.7872 -0.47 0.52 -0.49
H 0.2022 -7.8787 16.6002 -0.07 -0.06 -0.10
H 2.4610 -11.0337 22.6573 0.92 0.41 -0.58
H 6.6709 -15.4625 12.6320 -0.27 0.03 0.12
C 5.6596 -12.4826 11.6326 0.79 0.47 0.53
C 6.8502 -13.1049 30.2465 -1.25 -0.05 -0.02
O 2.6270 -11.1357 20.4297 0.23 1.44 1.24
H -5.0460 -20.6602 21.6253 0.55 -0.33 -0.16
C 3.7167 -4.2643 23.7716 1.04 -1.61 -0.44
H 7.7937 -11.9951 28.7456 0.64 -0.26 -0.12
C 10.8521 -9.2690 23.5038 -1.43 -0.53 0.48
C 1.4516 -12.6489 21.7548 -0.71 0.15 -0.19
H 4.9468 -19.5706 18.5393 0.17 0.19 -0.34
H 3.7415 -17.5996 16.6503 0.33 0.08 0.07
H 8.0054 -3.9348 17.7779 -0.18 -0.11 0.59
C 10.4537 -8.0054 25.5252 0.48 0.26 -0.48
C 3.8454 -18.6730 16.8090 -0.67 -0.79 -0.25
H 11.0945 -18.2386 20.6751 -0.20 0.29 0.48
C 5.7670 -11.8997 28.5589 -1.30 -0.68 -1.26
H 3.4716 -3.2732 26.8733 0.17 0.22 0.08
O -1.9783 -7.3629 18.2974 -0.94 -0.54 0.62
C 9.7476 -16.4860 20.4063 -1.02 0.01 1.19
O 10.7220 -17.7843 18.7962 -0.34 0.24 -1.56
C 6.9519 -14.4293 12.4281 -0.08 1.11 -0.86
H -3.9412 -15.3465 12.2525 -0.08 0.35 0.16
O -1.3714 -14.7232 12.9519 0.79 -0.18 -0.47
C 4.8826 -18.8455 24.6468 0.20 0.14 0.48
H -2.3854 -6.5520 15.6530 -0.02 0.17 0.14
H -3.5829 -7.8516 17.0821 -0.11 -0.68 0.40
O 4.1708 -2.4623 25.1475 0.59 1.21 -0.53
H 9.6726 -6.0299 25.3802 0.03 0.19 0.06
C -6.4746 -19.6451 20.4837 -1.80 0.16 -0.20
H -1.2171 -5.5092 17.9206 0.28 0.22 0.14
H 10.5433 -16.1596 17.3450 1.02 -0.30 0.11
H -4.1936 -16.0457 13.8748 -0.14 -0.23 -0.21
C -0.8060 -16.4732 26.8281 0.88 -1.10 -0.65
H 1.0757 -20.2429 17.5145 0.01 -0.04 -0.59
H 9.9241 -15.7549 21.1952 0.01 0.07 -0.08
H 6.8336 -13.6955 10.3092 0.09 -0.31 0.06
C 9.3791 -15.8694 19.0590 -1.10 1.11 1.08
C 4.4989 -2.9784 23.8643 -1.73 0.78 -0.72
H -6.7607 -19.1931 21.4334 0.18 -0.47 0.25
C -2.5192 -8.0762 17.1601 0.68 1.13 0.17
H 8.3111 -15.7831 18.8590 -0.13 -0.14 0.41
H -2.2739 -14.9756 14.8244 0.24 -0.46 0.12
C -6.1590 -18.4709 19.5741 0.02 1.17 -0.77
H 5.6429 -20.6220 27.3644 0.00 -0.15 -0.08
C 5.0111 -20.2970 26.5377 0.26 -0.19 -0.70
C 7.2086 -6.9430 17.4463 0.43 0.22 0.10
H 7.5203 -4.2562 15.6182 0.44 0.02 -0.27
H -5.2172 -21.4038 20.0003 -0.25 -0.08 -0.06
H 3.9811 -20.3199 26.8935 -0.10 0.12 -0.20
H 11.8662 -16.7683 20.0638 0.23 0.36 0.54
O -2.9719 -6.6811 26.7076 0.10 -0.37 0.27
C -1.2383 -15.9808 12.2671 -1.10 -0.62 0.69
C -1.3937 -17.6316 25.9675 -0.57 0.60 0.95
O 7.8346 -5.9592 18.2698 0.09 0.21 0.80
H 7.2241 -13.5719 28.1653 -0.29 0.12 -0.06
H -6.2654 -17.5585 20.1610 0.50 0.11 0.03
C 3.5386 -4.6664 25.2306 -0.39 -1.17 0.30
C -3.4476 -15.7374 13.1423 -0.34 0.09 0.54
H -0.0804 -6.7178 18.6808 -0.03 0.29 0.03
H -2.2314 -17.4841 13.5282 0.05 0.09 0.16
N 11.3729 -8.9412 24.8461 -1.11 -0.09 -0.92
C 9.4299 -9.9570 23.5486 1.11 0.03 0.07
H 12.9274 -7.2201 26.4313 -0.28 -0.01 -0.02
O 5.1136 -20.1519 24.1263 -0.55 -0.83 0.43
H 0.3154 -12.5020 19.9572 0.12 0.22 -0.23
H 5.8328 -5.7636 16.2341 0.09 0.37 0.56
H 4.4854 -10.8810 30.0852 -0.03 -0.27 -0.06
H 8.0317 -14.4053 12.2816 0.06 0.00 0.07
C 10.1375 -6.7496 24.7064 -0.69 0.35 0.45
H -1.6344 -14.5462 27.2712 -0.12 0.03 0.02
H 10.8328 -7.6913 26.4976 0.35 -0.23 -0.11
H 4.0361 -2.2972 23.1502 0.54 0.41 -0.05
H -4.0563 -17.8700 19.0541 -0.17 0.27 0.45
H 5.4028 -14.5316 10.9240 -0.15 0.17 -0.16
H 1.0758 -10.4956 21.7612 -0.04 0.07 -0.46
H -5.5090 -5.8399 24.9237 -0.36 -0.49 -0.24
C 10.0011 -16.7655 18.0710 0.30 -1.33 -1.36
H 9.1663 -10.4023 22.5892 0.13 0.15 -0.12
O 6.6339 -13.5436 13.5039 0.73 -0.63 -0.12
C 5.5116 -11.1816 29.8736 1.09 0.22 -1.13
C -4.7213 -18.7318 19.1113 -0.42 0.63 -0.28
C 8.3814 -4.9148 17.4842 0.05 0.52 -0.63
H 6.3527 -7.3853 17.9560 0.15 0.11 0.21
O 5.9861 -12.0845 30.8081 0.71 -1.48 2.19
H 4.9152 -18.2251 26.7216 0.27 0.60 -0.20
H -7.3496 -20.2029 20.1500 0.05 -0.13 -0.08
H -2.8570 -17.4571 11.9072 -0.06 0.15 -0.08
H 2.5737 -19.6864 19.6350 -0.25 -0.38 0.12
H 1.2252 -18.5911 17.9457 0.44 0.57 -0.06
C 5.5559 -12.7390 13.1234 -1.04 0.32 0.64
C -1.8307 -7.4343 15.9726 -0.50 -0.36 -0.77
H 6.3178 -21.3307 25.3094 0.06 -0.47 -0.38
C 6.1962 -13.8306 11.1830 0.22 -0.83 -0.19
C 2.8520 -19.9051 18.6041 -0.41 0.07 1.55
O -4.2254 -19.5986 20.0688 1.75 -0.85 0.88
```
Positions in Å, forces in eV/Å.

Computed properties:
HOMO level = -8.365 eV
total energy = -90173.049 eV
gap between HOMO and LUMO = 8.4 eV


# C2H4N4

The molecule C2H4N4 in a non-equilibrium geometry (ωB97M-V with the def2-TZVPD basis set, OMol25).

Geometry as XYZ:
```
10
Properties=species:S:1:pos:R:3:forces:R:3
N -1.6158 -0.5154 -0.1929 0.57 1.37 -0.13
N 1.8263 -0.2194 0.1692 0.01 0.12 0.03
H 2.0017 -1.1511 0.5387 -0.12 0.24 -0.05
H -0.2747 2.2133 0.5836 1.06 -0.40 -0.58
H -2.2700 -1.3033 -0.4043 -0.23 2.24 0.21
C 0.4321 0.0006 0.0590 -0.25 0.27 0.12
N -1.6324 0.9441 -0.0322 -0.64 -3.89 -0.10
N -0.3994 -0.9963 -0.1675 0.56 0.23 0.06
H 2.2891 -0.1712 -0.7355 -0.14 0.15 0.19
C -0.3568 1.1987 0.1818 -0.83 -0.33 0.26
```
Positions in Å, forces in eV/Å.

Computed properties:
HOMO level = -9.232 eV
total energy = -8097.567 eV
gap between HOMO and LUMO = 10.4 eV
SMILES string = Nc1cn[nH]n1


The records above yield ΔE to the lowest compared entry with this formula, charge and spin values of 2.270; 1.747 eV, respectively.